16
Properties=species:S:1:pos:R:3:forces:R:3 method="wB97M-V/def2-TZVPD" energy_ha=-271.69005 smiles="C=CCC.C=O" gap_ev=10.7 lumo_ev=0.9 relative_energy_kj_mol=164.3 e_homo_ha=-0.362
C 0.3388 1.8751 -0.0268 -0.1 -0.1 0.0
C -0.6046 0.9447 0.0939 0.1 0.2 0.0
C -1.0639 0.0249 -1.0037 0.0 0.0 -0.1
C -1.0730 -1.4510 -0.5912 0.0 -0.1 0.0
H 0.6218 2.5126 0.8065 -0.1 -0.1 -0.1
H 0.8680 2.0316 -0.9654 -0.1 -0.1 0.1
H -1.1097 0.8267 1.0555 0.1 0.0 -0.1
H -0.4294 0.1660 -1.8876 -0.1 0.0 0.1
H -2.0811 0.3155 -1.2993 0.1 0.0 0.1
H -1.6119 -2.0606 -1.3237 0.1 0.1 0.1
H -0.0565 -1.8532 -0.5085 -0.2 0.1 0.0
H -1.5661 -1.5857 0.3791 0.1 0.0 -0.2
C 1.9388 -0.4358 1.3150 0.2 0.1 0.2
O 2.5406 0.2629 2.0886 -0.2 -0.3 -0.3
H 2.2624 -0.5785 0.2638 0.0 0.1 0.1
H 1.0258 -0.9953 1.6037 0.1 0.1 0.0

=====

16
Properties=species:S:1:pos:R:3:forces:R:3 method="wB97M-V/def2-TZVPD" energy_ha=-271.62913 gap_ev="7.9 / 8.1" lumo_ev="1.1 / 1.1" relative_energy_kj_mol=324.2 e_homo_ha="-0.251 / -0.256"
C 2.4632 -0.0825 -0.3519 0.1 -0.1 0.0
C 1.5897 1.1019 -0.2816 0.9 0.0 0.1
O 0.3068 0.9709 -0.4346 -0.6 0.6 0.1
C -0.3722 -0.0959 -0.7932 -0.2 -0.6 -0.1
C -1.9165 -0.3853 1.1511 0.0 0.0 0.1
C -1.7982 -0.0784 -0.3516 -0.1 0.0 -0.1
H 3.4503 0.1461 0.0572 -0.1 0.0 -0.1
H 2.5937 -0.4772 -1.3733 0.0 0.1 0.1
H 2.0165 -0.9079 0.2358 0.1 0.1 -0.1
H -1.2475 0.2735 1.7173 -0.2 -0.1 -0.1
H 1.8931 2.1055 -0.0214 0.0 -0.1 0.0
H 0.1810 -1.0176 -0.9520 -0.1 0.1 0.0
H -1.6173 -1.4190 1.3609 -0.1 0.2 0.0
H -2.9354 -0.2400 1.5271 0.1 0.0 -0.1
H -2.3793 -0.8047 -0.9322 0.1 0.1 0.1
H -2.2280 0.9106 -0.5575 0.1 -0.1 0.0

=====

16
Properties=species:S:1:pos:R:3:forces:R:3 method="wB97M-V/def2-TZVPD" energy_ha=-271.55896 gap_ev=9.0 lumo_ev=1.0 relative_energy_kj_mol=508.4 e_homo_ha=-0.293
C -0.5964 1.5111 1.1609 0.0 0.1 0.0
C -0.9865 0.1276 0.6447 0.0 0.0 -0.1
C 0.1343 -0.8600 0.8187 -0.1 0.3 0.2
O 0.1022 -2.0477 -0.0149 -0.1 -0.2 -0.2
C 1.1513 -1.2155 -0.1630 0.1 0.1 0.0
C 0.7869 0.0000 -1.9562 -0.2 0.2 -0.1
H -0.3193 1.4808 2.2206 0.0 0.0 -0.1
H -1.4277 2.2134 1.0565 0.1 -0.1 0.0
H 0.2585 1.9124 0.6068 -0.1 -0.1 0.1
H -1.8615 -0.2404 1.1940 0.1 0.0 0.0
H -1.2628 0.1702 -0.4110 0.0 0.0 0.1
H 0.3860 -1.0801 1.8602 0.0 0.0 -0.2
H 1.6846 -0.8708 -1.1119 0.0 0.1 -0.1
H 0.5921 1.0205 -1.6182 0.1 -0.2 0.1
H -0.1153 -0.4844 -2.3320 0.1 0.0 0.2
H 1.5509 0.0210 -2.7443 0.0 -0.1 0.2

=====

16
Properties=species:S:1:pos:R:3:forces:R:3 method="wB97M-V/def2-TZVPD" energy_ha=-271.59439 smiles="CCCCC=O" gap_ev="8.5 / 8.5" lumo_ev="0.2 / 0.2" relative_energy_kj_mol=415.4 e_homo_ha="-0.303 / -0.303"
C -2.3873 0.3465 -0.1401 0.0 0.0 0.0
C -1.1061 -0.4841 -0.0115 0.2 0.0 0.0
C 0.1504 0.3992 0.1117 0.7 -0.1 0.1
C 1.4059 -0.5183 0.2447 0.5 -2.8 -0.7
C 3.0075 -0.0717 0.0848 -4.7 2.6 -0.9
O 2.5720 1.0247 0.4591 3.7 2.8 0.9
H -3.2699 -0.2990 -0.2290 0.2 0.1 0.0
H -2.5291 0.9919 0.7365 0.0 -0.1 -0.2
H -2.3515 0.9922 -1.0274 0.0 -0.1 0.2
H -1.1812 -1.1422 0.8674 0.0 0.1 -0.2
H -1.0075 -1.1452 -0.8856 0.0 0.1 0.2
H 0.2368 1.0377 -0.7767 0.0 -0.1 0.1
H 0.0542 1.0585 0.9813 0.1 -0.1 -0.1
H 1.4559 -1.1132 -0.6566 -0.8 -1.1 -0.2
H 1.4066 -1.0903 1.1586 -0.5 -0.5 0.0
H 3.5432 0.0133 -0.9172 0.4 -0.9 0.8

=====

16
Properties=species:S:1:pos:R:3:forces:R:3 method="wB97M-V/def2-TZVPD" energy_ha=-271.59891 gap_ev=9.6 lumo_ev=0.7 relative_energy_kj_mol=403.6 e_homo_ha=-0.327
C -0.9509 -1.1492 -1.0988 -0.2 0.3 -0.6
C -1.2139 0.1040 -0.2286 0.1 -1.0 -0.5
C -0.7065 -0.3324 1.0861 0.6 1.0 0.8
C 0.4513 1.2979 0.6007 -0.3 -0.4 -0.4
C 1.8324 0.6862 0.2988 -0.1 -0.2 0.1
O -0.4465 1.2592 -0.4823 0.2 -0.2 -0.6
H -1.6140 -1.1256 -1.9515 0.1 -0.2 -0.6
H 0.1008 -1.1140 -1.3970 -0.2 0.0 -0.2
H -1.0987 -2.1242 -0.5924 -0.1 0.7 0.1
H -2.2719 0.4101 -0.2765 0.3 -0.2 0.2
H -1.4942 -0.9486 1.5960 0.7 1.3 0.8
H 0.1848 -0.9365 1.0470 0.0 -0.3 -0.2
H 0.6355 2.3826 0.7970 -0.7 -0.8 0.8
H 2.6599 1.2679 0.7248 -0.4 0.0 0.1
H 1.9383 -0.3384 0.6654 0.0 0.0 -0.1
H 1.9936 0.6609 -0.7889 -0.2 0.1 0.2

=====

16
Properties=species:S:1:pos:R:3:forces:R:3 method="wB97M-V/def2-TZVPD" energy_ha=-271.62335 smiles=OCC1CCC1 gap_ev=9.7 lumo_ev=1.0 relative_energy_kj_mol=339.4 e_homo_ha=-0.319
O -2.2581 0.3643 -1.2740 -0.2 0.0 0.1
C -0.9082 0.7713 -1.1855 0.2 0.2 -0.1
C -0.0710 -0.2254 -0.4319 -0.3 0.1 -0.2
C 1.3834 0.1528 -0.1911 -0.3 0.7 0.4
C 1.0812 -0.7542 1.3580 1.0 2.0 -1.4
C -0.3672 -0.4243 1.0512 -0.2 -0.1 -0.2
H -2.5761 0.2450 -0.3703 -0.1 0.0 -0.2
H -0.5381 0.8706 -2.2109 -0.1 0.0 0.1
H -0.8078 1.7569 -0.6974 -0.1 -0.1 -0.1
H -0.1282 -1.2091 -0.9182 0.1 0.2 -0.1
H 1.6065 1.1725 0.0854 -0.3 0.5 -0.2
H 2.0787 -0.1686 -1.0061 -0.2 -0.1 1.1
H 1.7743 -1.1580 0.6262 -0.2 -2.8 1.1
H 1.5041 -0.2908 2.2453 0.3 -0.2 -0.2
H -0.6188 0.5557 1.5025 0.1 -0.3 -0.1
H -1.1619 -1.1323 1.3118 0.2 -0.1 0.1

=====

16
Properties=species:S:1:pos:R:3:forces:R:3 method="wB97M-V/def2-TZVPD" energy_ha=-271.68627 smiles=C[C@H]1C[C@@H](O)C1 gap_ev=10.9 lumo_ev=1.0 relative_energy_kj_mol=174.2 e_homo_ha=-0.367
C -2.0278 -0.0190 -0.4038 -1.2 0.6 -2.3
C -0.7536 -0.0020 0.3435 1.3 0.4 0.6
C 0.2936 -1.0853 0.0897 0.4 -1.9 -0.9
C 1.4501 -0.0498 0.3269 -1.8 -1.9 2.6
O 2.5687 -0.1539 -0.4768 1.1 1.4 0.0
C 0.4061 1.0472 0.0823 -0.6 0.3 -0.4
H -1.8310 -0.4459 -1.4939 -0.8 0.9 2.1
H -2.7668 -0.6683 0.1993 0.8 1.1 -1.4
H -2.3756 1.1050 -0.5057 0.1 -2.4 0.2
H -1.1314 0.0290 1.3601 0.9 0.2 0.7
H 0.2613 -2.1187 0.6139 0.2 1.9 -0.5
H 0.2444 -1.3192 -0.9987 0.1 0.1 0.5
H 1.6570 -0.2427 1.4409 0.3 0.9 -1.3
H 3.1103 0.6682 -0.3252 -0.7 -1.3 -0.3
H 0.3649 1.9250 0.7515 0.3 -0.2 -0.5
H 0.5297 1.3304 -1.0039 -0.5 -0.1 1.0

=====

16
Properties=species:S:1:pos:R:3:forces:R:3 method="wB97M-V/def2-TZVPD" energy_ha=-271.56999 gap_ev="8.1 / 6.9" lumo_ev="0.1 / -0.5" relative_energy_kj_mol=479.5 e_homo_ha="-0.293 / -0.274"
C 0.3175 1.1008 2.0531 0.3 0.0 0.4
O -0.4140 0.5415 1.0086 -0.3 -0.3 0.0
C 0.3659 -0.7647 0.1412 0.6 1.2 0.0
C -0.3337 -1.9260 -0.1315 -0.7 -0.9 0.1
C 0.4518 0.1284 -0.9549 0.5 0.0 -0.5
C -0.6441 0.4545 -1.8997 0.0 0.0 0.1
H 0.0457 0.6464 3.0204 0.0 0.1 -0.1
H 0.1300 2.1813 2.1234 0.0 -0.2 0.0
H 1.4117 0.9619 1.9279 -0.2 0.1 0.0
H 1.2660 -0.8488 0.7516 -0.1 -0.1 -0.1
H -1.1237 -1.9568 -0.8706 0.1 0.0 0.1
H -0.1402 -2.8309 0.4295 0.0 0.0 0.0
H 1.4132 0.6010 -1.1597 -0.2 0.0 0.1
H -0.7952 1.5399 -1.8761 0.0 -0.1 0.0
H -1.5841 -0.0272 -1.6323 0.1 0.1 -0.1
H -0.3667 0.1986 -2.9309 0.0 0.0 0.2

=====

16
Properties=species:S:1:pos:R:3:forces:R:3 method="wB97M-V/def2-TZVPD" energy_ha=-271.74237 smiles="CC(C)CC=O" gap_ev=10.9 lumo_ev=1.0 relative_energy_kj_mol=26.9 e_homo_ha=-0.361
C -1.2241 -0.7895 -0.4925 0.0 -0.1 0.0
C -0.2259 0.3484 -0.2719 0.0 0.0 0.0
C -0.8821 1.5102 0.4752 0.0 0.1 0.0
C 1.0126 -0.1399 0.4800 0.0 0.0 0.0
C 1.9137 -1.0599 -0.3065 0.0 -0.1 -0.3
O 1.7464 -1.3736 -1.4618 0.1 0.2 0.5
H -2.0933 -0.4391 -1.0600 0.1 0.0 0.1
H -1.5890 -1.1756 0.4689 0.1 0.1 -0.1
H -0.7673 -1.6135 -1.0477 -0.1 0.1 0.1
H 0.1082 0.7043 -1.2551 -0.1 0.0 0.1
H -0.1958 2.3577 0.5886 -0.1 -0.1 0.0
H -1.7693 1.8670 -0.0596 0.1 -0.1 0.1
H -1.2017 1.1991 1.4786 0.0 0.0 -0.1
H 1.6407 0.7067 0.7998 -0.1 -0.1 0.0
H 0.7316 -0.6598 1.4097 0.1 0.1 -0.1
H 2.7955 -1.4424 0.2544 -0.1 0.0 -0.1

=====

16
Properties=species:S:1:pos:R:3:forces:R:3 method="wB97M-V/def2-TZVPD" energy_ha=-271.65047 smiles="COC1=CCC1.[H][H]" gap_ev=9.7 lumo_ev=1.1 relative_energy_kj_mol=268.2 e_homo_ha=-0.315
C 0.0639 -1.4296 1.9890 0.0 -0.3 0.1
O -0.1171 -0.0610 1.6714 0.0 0.1 -0.1
C 0.2161 0.2371 0.4090 0.1 0.0 -0.1
C 0.7176 -0.4196 -0.6481 0.0 -0.1 0.1
C 0.7020 0.8318 -1.5069 0.1 0.1 -0.2
C 0.1078 1.5731 -0.2661 -0.1 0.1 0.1
H 1.1014 -1.7357 1.8042 -0.1 0.0 0.0
H -0.6061 -2.0548 1.3847 0.1 0.1 0.1
H -0.1734 -1.5459 3.0472 0.0 0.0 -0.2
H 1.0279 -1.4408 -0.8415 -0.1 0.2 0.1
H 0.0340 0.8102 -2.3760 0.1 0.0 0.1
H 1.6831 1.2043 -1.8216 -0.1 -0.1 0.0
H 0.7339 2.3682 0.1510 -0.1 -0.1 -0.1
H -0.9139 1.9451 -0.3987 0.1 -0.1 0.0
H -2.6030 0.0309 -1.4009 0.0 0.0 0.0
H -1.9743 -0.3132 -1.1966 -0.1 0.0 0.0

=====

16
Properties=species:S:1:pos:R:3:forces:R:3 method="wB97M-V/def2-TZVPD" energy_ha=-271.71773 smiles="C=C[C@H](O)CC" gap_ev=11.0 lumo_ev=1.1 relative_energy_kj_mol=91.6 e_homo_ha=-0.365
C -0.3152 1.8492 -0.7199 0.0 -0.1 0.0
C 0.7733 1.2380 -0.2621 0.0 0.1 -0.2
C 0.9453 -0.2574 -0.1099 -0.1 0.0 0.2
O 1.6689 -0.6747 -1.2667 0.0 0.1 -0.4
C -0.3244 -1.0878 0.0422 0.0 0.0 -0.1
C -1.0452 -0.8794 1.3694 0.0 0.1 0.1
H -0.2933 2.8951 -1.0163 0.0 -0.1 0.2
H -1.2577 1.3241 -0.8630 0.1 0.1 0.0
H 1.7044 1.7975 -0.1698 -0.2 0.0 0.0
H 1.6092 -0.4745 0.7377 -0.1 0.1 -0.1
H 1.2328 -0.2338 -2.0132 0.3 -0.3 0.1
H -0.0221 -2.1358 -0.0670 0.0 0.1 0.0
H -0.9936 -0.8764 -0.8023 0.0 0.0 0.1
H -0.3891 -1.1307 2.2113 -0.1 0.0 -0.1
H -1.9335 -1.5157 1.4392 0.1 0.1 0.0
H -1.3598 0.1624 1.4904 0.0 -0.1 0.0

=====

16
Properties=species:S:1:pos:R:3:forces:R:3 method="wB97M-V/def2-TZVPD" energy_ha=-271.54368 gap_ev="8.3 / 7.0" lumo_ev="0.7 / 0.2" relative_energy_kj_mol=548.6 e_homo_ha="-0.277 / -0.250"
O 1.6637 0.1489 1.5928 -0.3 0.5 0.3
C 1.4581 -0.6241 0.5146 1.2 -0.7 0.1
C 0.3135 -0.5871 -0.2823 -1.6 0.7 -0.6
C -1.1465 -0.7300 0.4287 0.2 -1.0 0.3
C -1.8073 0.3519 -0.3833 0.1 0.1 -0.3
C -0.3655 0.7885 -0.6181 0.1 0.1 0.4
H 0.9180 0.7630 1.6827 0.2 -0.1 0.1
H 2.1701 0.9182 -1.3409 -0.2 0.2 -0.2
H 2.2945 -1.2905 0.3320 -0.2 0.1 0.0
H 0.3986 -1.2527 -1.1442 -0.1 0.1 0.1
H -1.0743 -0.4910 1.4915 0.0 0.0 -0.2
H -1.4762 -1.7650 0.2940 -0.1 0.2 0.1
H -2.3048 -0.0156 -1.2873 0.1 0.0 0.2
H -2.4677 1.0322 0.1566 0.1 0.0 -0.1
H -0.0509 1.5711 0.0909 0.0 0.0 -0.3
H 1.4769 1.1822 -1.5275 0.5 -0.1 0.0

=====

Repeat the second record exactly.
16
Properties=species:S:1:pos:R:3:forces:R:3 method="wB97M-V/def2-TZVPD" energy_ha=-271.62913 gap_ev="7.9 / 8.1" lumo_ev="1.1 / 1.1" relative_energy_kj_mol=324.2 e_homo_ha="-0.251 / -0.256"
C 2.4632 -0.0825 -0.3519 0.1 -0.1 0.0
C 1.5897 1.1019 -0.2816 0.9 0.0 0.1
O 0.3068 0.9709 -0.4346 -0.6 0.6 0.1
C -0.3722 -0.0959 -0.7932 -0.2 -0.6 -0.1
C -1.9165 -0.3853 1.1511 0.0 0.0 0.1
C -1.7982 -0.0784 -0.3516 -0.1 0.0 -0.1
H 3.4503 0.1461 0.0572 -0.1 0.0 -0.1
H 2.5937 -0.4772 -1.3733 0.0 0.1 0.1
H 2.0165 -0.9079 0.2358 0.1 0.1 -0.1
H -1.2475 0.2735 1.7173 -0.2 -0.1 -0.1
H 1.8931 2.1055 -0.0214 0.0 -0.1 0.0
H 0.1810 -1.0176 -0.9520 -0.1 0.1 0.0
H -1.6173 -1.4190 1.3609 -0.1 0.2 0.0
H -2.9354 -0.2400 1.5271 0.1 0.0 -0.1
H -2.3793 -0.8047 -0.9322 0.1 0.1 0.1
H -2.2280 0.9106 -0.5575 0.1 -0.1 0.0

=====

Repeat the fifth record exactly.
16
Properties=species:S:1:pos:R:3:forces:R:3 method="wB97M-V/def2-TZVPD" energy_ha=-271.59891 gap_ev=9.6 lumo_ev=0.7 relative_energy_kj_mol=403.6 e_homo_ha=-0.327
C -0.9509 -1.1492 -1.0988 -0.2 0.3 -0.6
C -1.2139 0.1040 -0.2286 0.1 -1.0 -0.5
C -0.7065 -0.3324 1.0861 0.6 1.0 0.8
C 0.4513 1.2979 0.6007 -0.3 -0.4 -0.4
C 1.8324 0.6862 0.2988 -0.1 -0.2 0.1
O -0.4465 1.2592 -0.4823 0.2 -0.2 -0.6
H -1.6140 -1.1256 -1.9515 0.1 -0.2 -0.6
H 0.1008 -1.1140 -1.3970 -0.2 0.0 -0.2
H -1.0987 -2.1242 -0.5924 -0.1 0.7 0.1
H -2.2719 0.4101 -0.2765 0.3 -0.2 0.2
H -1.4942 -0.9486 1.5960 0.7 1.3 0.8
H 0.1848 -0.9365 1.0470 0.0 -0.3 -0.2
H 0.6355 2.3826 0.7970 -0.7 -0.8 0.8
H 2.6599 1.2679 0.7248 -0.4 0.0 0.1
H 1.9383 -0.3384 0.6654 0.0 0.0 -0.1
H 1.9936 0.6609 -0.7889 -0.2 0.1 0.2

=====

What did the eleventh record say?
16
Properties=species:S:1:pos:R:3:forces:R:3 method="wB97M-V/def2-TZVPD" energy_ha=-271.71773 smiles="C=C[C@H](O)CC" gap_ev=11.0 lumo_ev=1.1 relative_energy_kj_mol=91.6 e_homo_ha=-0.365
C -0.3152 1.8492 -0.7199 0.0 -0.1 0.0
C 0.7733 1.2380 -0.2621 0.0 0.1 -0.2
C 0.9453 -0.2574 -0.1099 -0.1 0.0 0.2
O 1.6689 -0.6747 -1.2667 0.0 0.1 -0.4
C -0.3244 -1.0878 0.0422 0.0 0.0 -0.1
C -1.0452 -0.8794 1.3694 0.0 0.1 0.1
H -0.2933 2.8951 -1.0163 0.0 -0.1 0.2
H -1.2577 1.3241 -0.8630 0.1 0.1 0.0
H 1.7044 1.7975 -0.1698 -0.2 0.0 0.0
H 1.6092 -0.4745 0.7377 -0.1 0.1 -0.1
H 1.2328 -0.2338 -2.0132 0.3 -0.3 0.1
H -0.0221 -2.1358 -0.0670 0.0 0.1 0.0
H -0.9936 -0.8764 -0.8023 0.0 0.0 0.1
H -0.3891 -1.1307 2.2113 -0.1 0.0 -0.1
H -1.9335 -1.5157 1.4392 0.1 0.1 0.0
H -1.3598 0.1624 1.4904 0.0 -0.1 0.0